The following is a DFT calculation (wB97M-V/def2-TZVPD) of C12H14F10MnN7O20S10 as an isolated structure.

Structure (XYZ):
```
74
Properties=species:S:1:pos:R:3
Mn 1.400 -0.271 0.817
C 2.258 -0.565 -6.575
N 1.059 -0.483 -5.703
C 0.332 0.667 -5.629
C -0.775 0.630 -4.727
C -0.994 -0.448 -3.865
C -0.209 -1.626 -4.034
C 0.817 -1.657 -5.029
C -2.058 -0.339 -2.903
C -1.997 0.775 -2.050
C -3.035 0.963 -1.141
N -4.074 0.056 -1.075
C -4.143 -0.999 -1.961
C -3.166 -1.223 -2.901
C -5.186 0.175 -0.128
H 2.400 -1.547 -7.027
H 3.059 -0.361 -5.864
H 2.139 0.249 -7.290
H 0.642 1.574 -6.128
H -1.342 1.524 -4.512
H -0.417 -2.472 -3.396
H 1.522 -2.475 -5.037
H -1.062 1.280 -1.855
H -3.011 1.808 -0.468
H -4.939 -1.721 -1.855
H -3.194 -2.163 -3.431
H -4.930 0.961 0.582
H -5.439 -0.768 0.357
H -6.081 0.512 -0.652
N 0.583 3.999 2.083
S -0.913 4.164 1.326
O -1.744 5.190 1.874
O -1.573 3.058 0.607
F -0.267 4.899 0.055
S 0.400 2.576 2.516
O 0.460 1.496 1.508
O -0.483 2.296 3.650
F 1.936 2.484 3.046
N -0.083 -1.608 0.811
S -0.293 -2.989 0.132
O -1.166 -2.982 -1.051
O -0.122 -4.262 0.797
F 1.191 -2.907 -0.501
S -1.608 -1.842 1.668
O -1.663 -2.651 2.884
O -2.854 -1.804 0.824
F -1.668 -0.269 2.246
N 2.345 0.298 -0.835
S 3.314 -0.427 -1.801
O 4.763 -0.289 -1.628
O 2.805 -1.013 -3.007
F 3.299 -1.718 -0.886
S 2.440 1.670 -1.777
O 1.540 1.712 -2.916
O 3.674 2.447 -1.674
F 1.586 2.540 -0.763
N -1.609 0.683 6.303
S -0.271 1.230 6.895
O 0.946 1.302 6.097
O -0.186 1.191 8.357
F -0.738 2.778 6.619
S -0.894 -0.777 6.016
O -0.329 -1.524 7.121
O -0.276 -0.833 4.713
F -2.251 -1.534 5.645
N 2.567 -0.754 2.287
S 2.771 -1.923 3.215
O 2.711 -1.767 4.660
O 3.545 -3.035 2.761
F 1.284 -2.522 3.000
S 4.055 -0.048 2.719
O 5.236 -0.536 2.072
O 4.130 0.673 4.011
F 3.834 1.266 1.802
```

The value obtained for the largest force on an atom is 12.28 eV/Å. Its net charge is -1. As for the spin multiplicity: 6. The calculation puts the HOMO energy (alpha / beta) at -5.61 / -5.61 eV. Its total energy is -230888.1881 eV.

=====

The following is a DFT calculation (wB97M-V/def2-TZVPD) of C12H30AlO8P2 as an isolated structure.

Structure (XYZ):
```
53
Properties=species:S:1:pos:R:3
Al 2.976 1.925 -1.427
C 3.329 2.577 4.838
C 3.152 2.032 3.437
O 2.062 1.125 3.546
P 1.797 0.032 2.349
O 2.216 0.383 0.950
O 0.181 -0.177 2.379
C -0.806 0.754 1.803
C -2.193 0.252 2.215
O 2.416 -1.405 2.892
C 2.012 -1.796 4.196
C 1.715 -3.308 4.275
H 4.261 3.142 4.839
H 2.545 3.222 5.233
H 3.478 1.760 5.544
H 2.892 2.764 2.672
H 4.088 1.512 3.236
H -0.550 1.733 2.208
H -0.635 0.807 0.728
H -2.388 -0.727 1.777
H -2.413 0.318 3.281
H -2.966 0.893 1.791
H 2.802 -1.501 4.885
H 1.162 -1.269 4.630
H 2.539 -3.945 3.955
H 1.493 -3.499 5.325
H 0.864 -3.494 3.620
C 0.006 -2.033 -0.457
C -0.865 -2.187 -1.716
O -1.604 -0.905 -1.842
P -0.953 0.303 -2.729
O 0.444 0.669 -2.363
O -0.982 -0.408 -4.198
C -0.271 0.232 -5.238
C 0.020 -0.694 -6.449
O -2.094 1.442 -2.819
C -3.416 1.048 -3.208
C -4.324 2.307 -3.172
H 0.438 -2.993 -0.174
H 0.817 -1.306 -0.512
H -0.681 -1.747 0.340
H -0.152 -2.354 -2.524
H -1.622 -2.955 -1.555
H -0.984 1.025 -5.464
H 0.658 0.686 -4.893
H -0.861 -1.221 -6.815
H 0.695 -0.347 -7.231
H 0.649 -1.433 -5.952
H -3.315 0.730 -4.246
H -3.914 0.219 -2.706
H -4.335 2.664 -2.142
H -4.006 3.113 -3.834
H -5.374 2.034 -3.280
```

The value obtained for the largest force on an atom is 4.11 eV/Å. As for the energy above the lowest of the compared OMol25 structures with the same formula, charge and spin: 210.61 kJ/mol. Its net charge is +3. As for the spin multiplicity: 1. The calculation puts the HOMO energy at -18.75 eV. Its total energy is -54453.6106 eV.

=====

The following is a DFT calculation (wB97M-V/def2-TZVPD) of a 10-piece molecular cluster, C6H34N2O9 overall.

Structure (XYZ):
```
51
Properties=species:S:1:pos:R:3
C 2.362 -0.868 1.581
C 0.974 -0.663 0.945
C -0.012 -1.881 1.322
C 0.289 -3.208 0.771
C 0.941 -3.319 -0.714
N 0.452 -2.395 -1.640
C -0.541 -3.012 -2.714
N 0.274 0.492 1.551
H 2.646 -2.023 1.678
H 2.539 -0.578 2.688
H 3.290 -0.464 0.909
H 0.985 -0.668 -0.272
H -0.056 -2.073 2.472
H -0.963 -1.417 1.007
H 1.009 -3.570 1.429
H -0.632 -3.958 0.696
H 2.024 -3.253 -0.495
H 0.947 -4.353 -1.026
H -0.026 -1.599 -1.158
H -1.334 -2.463 -3.068
H 0.070 -2.968 -3.604
H -0.951 -4.029 -2.259
H 0.805 1.337 1.485
H -0.119 0.297 2.540
H -1.136 0.280 -3.739
H -1.959 1.360 -3.041
O -1.552 1.110 -3.826
H -2.134 1.382 -0.373
H -2.736 2.473 -1.238
O -2.325 1.612 -1.278
H -0.330 2.602 -0.671
H -0.083 3.989 -1.317
O -0.310 3.571 -0.546
H -4.122 -1.903 1.891
H -3.678 -0.430 2.183
O -3.246 -1.360 2.011
H 2.060 2.795 3.284
H 0.894 1.814 3.628
O 1.780 1.887 3.361
H 1.621 -1.043 -2.805
H 1.006 -0.128 -3.810
O 1.849 -0.508 -3.588
H -4.029 1.829 1.194
H -2.783 2.178 2.146
O -3.091 2.120 1.294
H 3.353 2.944 -1.980
H 3.557 2.495 -0.586
O 3.235 3.199 -0.962
H -1.003 3.763 1.473
H 0.414 4.324 1.211
O -0.224 4.283 1.962
```

The value obtained for the largest force on an atom is 8.89 eV/Å. As for the energy above the lowest of the compared OMol25 structures with the same formula, charge and spin: 683.61 kJ/mol. As for the spin multiplicity: 1. The calculation puts the HOMO energy at -8.88 eV. The SMILES is CNCCC[C@H](C)N.O.O.O.O.O.O.O.O.O. Its total energy is -28176.8355 eV.

=====

The following is a DFT calculation (wB97M-V/def2-TZVPD) of an isolated ion of composition ClFN3 and charge +1.

Structure (XYZ):
```
5
Properties=species:S:1:pos:R:3
N -0.977 0.741 1.544
N -0.401 0.341 0.695
N 0.389 0.017 -0.376
F 0.061 0.548 -1.544
Cl 0.928 -1.646 -0.320
```

The value obtained for the largest force on an atom is 3.11 eV/Å. As for the energy above the lowest of the compared OMol25 structures with the same formula, charge and spin: 136.04 kJ/mol. Its net charge is +1. As for the spin multiplicity: 1. The calculation puts the HOMO energy at -17.28 eV. The SMILES is N#[N+]N(F)Cl. Its total energy is -19695.2595 eV.

=====

The following is a DFT calculation (wB97M-V/def2-TZVPD) of a 2-piece molecular cluster, CH4N2S3 overall.

Structure (XYZ):
```
10
Properties=species:S:1:pos:R:3
C -0.136 -0.099 0.211
H -2.464 1.822 -0.509
H 0.496 0.458 -1.740
H 1.846 0.165 -0.153
H 0.570 -1.758 2.133
N -0.166 0.988 -0.624
N 1.194 -0.609 0.183
S -1.517 1.443 -1.812
S -1.428 -0.647 0.983
S 1.605 -1.762 1.328
```

The value obtained for the largest force on an atom is 7.35 eV/Å. As for the energy above the lowest of the compared OMol25 structures with the same formula, charge and spin: 351.86 kJ/mol. As for the spin multiplicity: 1. The calculation puts the HOMO energy at -8.70 eV. Its total energy is -36583.4326 eV.

=====

The following is a DFT calculation (wB97M-V/def2-TZVPD) of C41H44BrN2P2PdSi2 as an isolated structure.

Structure (XYZ):
```
93
Properties=species:S:1:pos:R:3
Pd 0.046 -0.778 1.034
C 3.333 -2.866 -1.164
Si 3.286 -1.311 -0.120
C 3.444 -1.851 1.679
C 4.867 -0.371 -0.561
N 1.873 -0.409 -0.489
P 1.509 1.127 -0.218
C 0.011 1.347 0.466
P -1.457 1.079 -0.289
N -1.811 -0.477 -0.522
Si -3.321 -1.258 -0.323
C -4.623 -0.546 -1.506
C -3.197 -3.077 -0.734
C -4.023 -1.178 1.416
C -2.743 1.849 0.776
C -3.984 2.228 0.274
C -4.979 2.714 1.113
C -4.740 2.821 2.476
C -3.500 2.455 2.986
C -2.509 1.983 2.141
C -1.665 2.031 -1.839
C -1.535 1.365 -3.052
C -1.617 2.059 -4.253
C -1.851 3.426 -4.250
C -1.991 4.099 -3.042
C -1.888 3.405 -1.849
C 1.792 2.194 -1.676
C 1.419 3.534 -1.681
C 1.671 4.328 -2.787
C 2.293 3.788 -3.907
C 2.660 2.452 -3.915
C 2.407 1.659 -2.802
C 2.754 1.835 0.953
C 3.774 2.692 0.547
C 4.724 3.164 1.445
C 4.674 2.777 2.776
C 3.659 1.924 3.195
C 2.711 1.468 2.296
H 4.307 -3.352 -1.068
H 3.171 -2.633 -2.219
H 2.573 -3.580 -0.853
H 3.664 -2.920 1.736
H 2.517 -1.684 2.233
H 4.239 -1.307 2.191
H 5.629 -1.061 -0.930
H 5.277 0.158 0.300
H 4.685 0.370 -1.341
H -4.176 0.189 -2.178
H -5.438 -0.057 -0.968
H -5.062 -1.331 -2.126
H -2.881 -3.231 -1.768
H -4.174 -3.548 -0.603
H -2.483 -3.590 -0.090
H -4.426 -0.195 1.664
H -3.255 -1.420 2.154
H -4.827 -1.913 1.515
H -4.190 2.133 -0.785
H -5.938 3.002 0.702
H -5.511 3.197 3.138
H -3.304 2.544 4.047
H -1.524 1.722 2.520
H -1.362 0.295 -3.043
H -1.499 1.528 -5.189
H -1.920 3.966 -5.185
H -2.169 5.167 -3.033
H -1.984 3.935 -0.907
H 0.933 3.945 -0.804
H 1.369 5.368 -2.783
H 2.483 4.409 -4.774
H 3.137 2.022 -4.787
H 2.675 0.609 -2.798
H 3.846 2.995 -0.490
H 5.505 3.828 1.097
H 5.413 3.135 3.480
H 3.603 1.615 4.232
H 1.910 0.818 2.646
Br -0.491 -1.449 3.482
C -0.351 -3.317 3.194
C -0.499 -4.178 4.236
C -0.425 -5.567 3.968
C -0.227 -6.013 2.694
C -0.081 -5.108 1.611
C 0.092 -5.548 0.275
C 0.215 -4.633 -0.730
C 0.193 -3.243 -0.466
C 0.035 -2.759 0.807
C -0.120 -3.713 1.855
H -0.678 -3.813 5.237
H -0.534 -6.269 4.785
H -0.181 -7.076 2.490
H 0.122 -6.612 0.068
H 0.338 -4.974 -1.752
H 0.304 -2.538 -1.282
```

The value obtained for the largest force on an atom is 1.20 eV/Å. As for the energy above the lowest of the compared OMol25 structures with the same formula, charge and spin: 53.43 kJ/mol. Its net charge is -1. As for the spin multiplicity: 1. The calculation puts the HOMO energy at -4.11 eV. Its total energy is -154071.5496 eV.